DFT (ωB97M-V/def2-TZVPD) results for a cluster of 11 separate species, C33H39F9O33 in total at a distorted geometry.

Element x y z (Å)
O1 -2.2595 -16.5846 16.7035
C1 -2.8396 -16.2350 15.7284
O2 -3.3402 -14.9622 15.5543
C2 -4.0099 -14.9695 14.3269
C3 -3.4616 -16.1792 13.5753
F1 -2.3835 -15.8956 12.7886
O3 -3.0665 -16.9907 14.6513
H1 -5.0894 -15.1597 14.3765
H2 -3.9356 -14.0816 13.6987
H3 -4.2137 -16.6519 12.9420
O4 -5.3757 -19.7566 18.3629
C4 -6.5130 -20.1007 18.2106
O5 -6.8745 -21.1087 17.4247
C5 -8.2866 -21.2433 17.4861
C6 -8.7651 -19.8783 18.0547
F2 -9.6892 -20.2090 19.0026
O6 -7.5588 -19.3842 18.6379
H4 -8.7068 -21.3411 16.4862
H5 -8.5541 -22.0589 18.1510
H6 -9.1913 -19.1972 17.3239
O7 3.0262 -16.5637 17.6026
C7 3.6132 -16.5462 18.6389
O8 4.4256 -15.5544 18.9992
C8 5.0557 -15.8334 20.2476
C9 4.3594 -17.1492 20.6414
F3 3.4458 -16.7810 21.6008
O9 3.7156 -17.6005 19.4858
H7 6.1375 -15.8651 20.1346
H8 4.8058 -15.1056 21.0163
H9 4.9855 -17.9502 21.0296
O10 -5.1934 -19.9699 12.0645
C10 -4.7614 -20.2114 13.1452
O11 -5.4315 -20.3021 14.2763
C11 -4.5604 -20.6547 15.3633
C12 -3.1828 -20.4901 14.7147
F4 -2.4144 -21.5702 15.0684
O12 -3.4285 -20.5547 13.3251
H10 -4.7430 -19.9306 16.1529
H11 -4.7229 -21.6432 15.7863
H12 -2.6273 -19.6143 15.0570
O13 -0.0940 -19.9043 13.2797
C13 0.4030 -19.3626 14.2148
O14 -0.2702 -18.4879 14.9899
C14 0.6566 -17.8411 15.8487
C15 1.8543 -18.7552 15.8672
F5 1.8176 -19.6023 16.9226
O15 1.6970 -19.4106 14.5938
H13 0.8250 -16.8749 15.3708
H14 0.2455 -17.7497 16.8523
H15 2.7964 -18.2160 15.8584
O16 -2.4850 -19.1558 22.2141
C16 -2.6652 -20.3136 22.3522
O17 -3.3565 -21.1351 21.4868
C17 -3.6080 -22.3605 22.1703
C18 -2.4538 -22.4409 23.1634
F6 -1.3562 -23.0568 22.6536
O18 -2.1746 -21.0739 23.3648
H16 -4.5131 -22.1282 22.7371
H17 -3.7068 -23.2082 21.5016
H18 -2.6766 -22.8850 24.1311
O19 2.7340 -24.8430 17.2333
C19 2.7475 -23.9821 18.0534
O20 2.0467 -22.8292 17.9676
C20 2.6080 -21.8818 18.8825
C21 3.0492 -22.8503 19.9622
F7 1.9453 -23.1945 20.7374
O21 3.3663 -24.0125 19.2493
H19 3.4076 -21.2937 18.4371
H20 1.8463 -21.2564 19.3426
H21 3.7441 -22.4155 20.6863
O22 -2.3476 -15.1500 23.2223
C22 -1.2658 -15.0150 22.7600
O23 -1.1124 -14.9395 21.3978
C23 0.2810 -14.7576 21.0834
C24 0.9272 -15.1742 22.3802
F8 1.9892 -14.3246 22.5909
O24 -0.0741 -14.9472 23.3519
H22 0.5849 -15.3952 20.2537
H23 0.3947 -13.7241 20.7591
H24 1.2683 -16.1981 22.5156
O25 0.8077 -17.8510 20.1165
C25 -0.0510 -18.5670 19.7040
O26 -1.0453 -18.1758 18.8837
C26 -2.0448 -19.1872 18.9181
C27 -1.1624 -20.3943 19.1651
F9 -0.4973 -20.7230 18.0068
O27 -0.2120 -19.8576 20.0537
H25 -2.7247 -19.1075 19.7702
H26 -2.6832 -19.2336 18.0407
H27 -1.6678 -21.2954 19.5042
C28 -6.0173 -12.2190 20.8606
O28 -5.0345 -13.2200 20.9938
C29 -4.8502 -14.1013 19.9827
O29 -5.2598 -13.9739 18.8634
O30 -4.0009 -14.9983 20.4463
C30 -3.7988 -16.1625 19.6374
H28 -5.8019 -11.3944 21.5335
H29 -7.0133 -12.6472 20.9748
H30 -6.0025 -11.7643 19.8639
H31 -3.5948 -15.9158 18.6000
H32 -4.6746 -16.8087 19.7218
H33 -2.9700 -16.6888 20.1021
C31 5.4460 -19.1490 25.6622
O31 4.1457 -19.0415 25.1091
C32 3.8518 -19.7892 24.0304
O32 4.5820 -20.5438 23.4528
O33 2.6461 -19.4092 23.6607
C33 1.9410 -19.9827 22.5801
H34 5.9510 -18.1905 25.5564
H35 6.0507 -19.9411 25.2207
H36 5.3582 -19.4001 26.7192
H37 0.8766 -19.8292 22.7460
H38 2.1592 -21.0511 22.5328
H39 2.1858 -19.4631 21.6518

Values from the calculation:
Molar mass   1134.6 Da
Gap between HOMO and LUMO   10.48 eV
ΔE to the lowest compared entry with this formula, charge and spin   0.0 kJ/mol
Net charge   0
HOMO level   -10.49 eV
SMILES string   O=C1OC[C@@H](F)O1.O=C1OC[C@@H](F)O1.O=C1OC[C@@H](F)O1.O=C1OC[C@@H](F)O1.O=C1OC[C@@H](F)O1.O=C1OC[C@@H](F)O1.O=C1OC[C@@H](F)O1.O=C1OC[C@@H](F)O1.O=C1OC[C@@H](F)O1.COC(=O)OC.COC(=O)OC